Computed, not measured: a structure of composition C3H5NO2 in a non-equilibrium geometry, with wB97M-V/def2-TZVPD.

Properties
E in eV: -8773.7518
Energy above the lowest of the compared OMol25 structures with the same formula, charge and spin in kcal per mole: 90.9

Each line ends with the Mulliken charge.
Cartesian coordinates (Å):
1 O -0.7376 -2.1434 0.1663  -0.553
2 C -1.0052 -0.9918 -0.1211  0.084
3 H -2.0513 -0.6757 -0.3333  0.289
4 N -0.1151 0.0354 -0.2337  -0.316
5 H -0.7929 1.1552 -0.9811  0.541
6 H 1.6893 -0.9632 -0.6565  0.258
7 H 1.8542 0.6789 0.0202  0.302
8 O -0.6712 2.4412 0.9014  -0.253
9 C -0.8912 1.8245 -0.0453  0.162
10 H 1.3789 -0.6879 1.0646  0.295
11 C 1.2754 -0.2506 0.0655  -0.808